(1)
# C10H26Ag2NO12P2

A structure of composition C10H26Ag2NO12P2 at a distorted geometry (ωB97M-V/def2-TZVPD, the Open Molecules 2025 dataset).

Its total energy is -2330.6387 Eh. The calculation puts the HOMO energy at -0.424 hartree. The lowest unoccupied orbital energy comes out at -0.2326 Ha. Its charge is +1. The calculation puts the orbital gap at 5.2 eV. Its molar mass is 630.0 g/mol.

```
53
C10H26Ag2NO12P2 | the Open Molecules 2025 dataset | ωB97M-V/def2-TZVPD
Ag -1.313 -4.013 2.439
Ag -0.496 -2.070 5.133
N 0.211 -0.724 2.563
O 0.329 -0.293 3.751
O 0.570 -0.047 1.610
O -0.259 -1.899 2.389
C 6.098 1.449 -1.169
O 4.959 2.256 -0.812
P 4.742 2.549 0.750
O 5.779 3.348 1.402
O 3.282 3.184 0.760
C 2.145 2.396 0.438
O 4.535 1.046 1.319
C 4.048 0.812 2.624
H 6.329 0.748 -0.367
H 6.945 2.096 -1.387
H 5.837 0.859 -2.045
H 1.576 2.851 -0.372
H 1.557 2.221 1.336
H 2.380 1.396 0.062
H 3.388 -0.057 2.615
H 3.531 1.654 3.087
H 4.886 0.545 3.273
C -5.736 -2.710 2.094
O -5.253 -2.624 0.750
P -3.744 -2.283 0.418
O -2.744 -3.354 0.659
O -3.824 -1.896 -1.138
C -4.633 -0.783 -1.592
O -3.509 -0.892 1.174
C -2.439 -0.070 0.709
H -5.166 -2.082 2.782
H -5.818 -3.732 2.454
H -6.728 -2.259 2.091
H -3.967 -0.085 -2.098
H -5.028 -0.271 -0.716
H -5.384 -1.155 -2.279
H -1.540 -0.620 0.427
H -2.137 0.620 1.499
H -2.701 0.600 -0.112
C 0.503 1.242 -2.853
C 0.147 0.237 -1.745
C -0.722 -0.825 -2.415
O -1.117 -0.228 -3.661
C -0.047 0.576 -4.102
H 1.577 1.415 -2.874
H -0.055 2.157 -2.658
H -0.405 0.736 -0.947
H 0.982 -0.276 -1.263
H -1.650 -1.179 -1.959
H -0.205 -1.766 -2.651
H -0.432 1.274 -4.843
H 0.716 -0.076 -4.555
```

---

(2)
# C10H26ClN2O4S2

A cluster of 5 separate species, C10H26ClN2O4S2 in total at a distorted geometry (ωB97M-V/def2-TZVPD, the Open Molecules 2025 dataset).

Its total energy is -2063.6944 Eh. The calculation puts the HOMO energy at -0.186 hartree. The lowest unoccupied orbital energy comes out at 0.0962 Ha. Its charge is -1. The calculation puts the orbital gap at 7.7 eV. Its molar mass is 337.9 g/mol.

```
45
C10H26ClN2O4S2 | the Open Molecules 2025 dataset | ωB97M-V/def2-TZVPD
Cl 0.994 -0.121 -0.091
C -3.726 1.155 -1.664
C -3.899 2.145 -0.530
O -4.911 2.916 -0.442
N -2.918 2.261 0.390
C -2.988 3.177 1.518
H -4.630 0.550 -1.735
H -2.772 0.633 -1.595
H -3.640 1.729 -2.587
H -2.135 1.626 0.334
H -3.619 2.833 2.338
H -3.343 4.140 1.151
H -1.981 3.351 1.898
C 2.451 5.646 0.837
C 2.675 5.118 2.271
O 3.325 5.827 3.053
N 2.192 3.901 2.622
C 2.449 3.230 3.932
H 1.722 6.456 0.873
H 2.158 4.899 0.099
H 3.437 5.929 0.470
H 1.697 3.352 1.933
H 3.385 2.672 3.944
H 1.628 2.624 4.316
H 2.679 3.976 4.692
C -1.675 -4.420 -1.501
S -3.454 -3.854 -1.268
O -4.369 -5.094 -1.371
C -3.128 -3.698 0.551
H -1.008 -3.652 -1.109
H -1.404 -4.798 -2.486
H -1.556 -5.213 -0.762
H -2.775 -4.684 0.854
H -4.052 -3.483 1.087
H -2.391 -2.953 0.851
C 3.822 -4.159 -0.973
S 4.434 -4.223 -2.713
O 4.097 -5.687 -3.098
C 3.253 -3.024 -3.460
H 2.887 -4.712 -1.064
H 3.628 -3.204 -0.484
H 4.506 -4.721 -0.338
H 2.235 -3.394 -3.343
H 3.455 -2.942 -4.528
H 3.266 -2.107 -2.872
```

---

(3)
# C10H26F3O13S4Sn

A structure of composition C10H26F3O13S4Sn at a distorted geometry (ωB97M-V/def2-TZVPD, the Open Molecules 2025 dataset).

Its total energy is -3480.7104 Eh. The calculation puts the HOMO energy at -0.414 hartree. The lowest unoccupied orbital energy comes out at -0.3401 Ha. Its charge is +1. The calculation puts the orbital gap at 2.0 eV. Its molar mass is 658.3 g/mol.

```
57
C10H26F3O13S4Sn | the Open Molecules 2025 dataset | ωB97M-V/def2-TZVPD
Sn -13.703 19.276 -21.688
C -8.548 12.865 -19.708
F -7.628 13.620 -19.108
F -8.571 13.240 -21.009
F -8.260 11.553 -19.515
S -10.318 13.177 -19.036
O -11.093 12.053 -19.479
O -10.181 13.149 -17.555
O -10.728 14.442 -19.632
O -7.862 20.650 -15.988
S -7.750 21.342 -17.304
O -8.632 21.151 -18.473
O -7.723 23.016 -17.004
C -7.415 23.907 -18.059
C -7.376 25.321 -17.423
C -5.900 21.082 -17.882
H -8.176 23.831 -18.837
H -6.467 23.600 -18.499
H -6.927 26.066 -18.080
H -6.848 25.245 -16.473
H -8.412 25.602 -17.239
H -5.295 21.785 -17.310
H -5.659 21.391 -18.899
H -5.630 20.030 -17.788
O -7.898 21.034 -24.570
S -6.802 21.513 -25.458
O -7.025 22.519 -26.497
O -5.559 22.028 -24.479
C -4.569 22.727 -25.049
C -4.548 24.074 -24.369
C -5.935 20.009 -26.151
H -4.672 22.913 -26.118
H -3.588 22.253 -25.025
H -5.503 24.521 -24.643
H -3.892 24.836 -24.792
H -4.436 24.170 -23.289
H -4.903 20.258 -26.398
H -6.547 19.720 -27.006
H -5.952 19.196 -25.426
O -11.142 27.547 -24.319
S -12.545 27.086 -24.350
O -13.083 25.870 -23.725
O -13.404 28.283 -23.611
C -12.998 29.615 -23.872
C -14.235 30.612 -23.829
C -13.300 27.302 -26.083
H -12.617 29.803 -24.875
H -12.159 29.824 -23.208
H -14.548 30.773 -22.797
H -15.085 30.270 -24.419
H -14.023 31.635 -24.139
H -14.284 27.730 -25.888
H -13.253 26.355 -26.621
H -12.638 27.997 -26.598
O -13.588 22.963 -17.964
H -13.647 23.845 -18.333
H -13.391 23.104 -17.038
```